Here is a structure of composition C23H18N5RuS3Se from the Open Molecules 2025 dataset. Energies are from the ωB97M-V functional and the def2-TZVPD basis.

Last column: Mulliken spin population.
Atoms and positions in Å:
Ru (-0.509, -0.003, -0.534)  0.751
Se (-4.670, 0.467, 0.804)  0.027
S (-0.036, 2.268, -0.574)  0.134
S (-0.283, 3.651, -3.287)  0.002
S (-2.068, 4.319, -5.585)  0.004
N (-2.263, 2.690, -2.005)  0.036
N (0.701, 0.017, 1.307)  -0.013
N (-2.746, 3.203, -3.184)  0.002
N (-0.892, 1.810, 2.610)  0.008
N (-1.917, -0.570, 0.935)  0.029
C (-1.013, -1.991, -1.458)  0.018
C (-4.155, 3.033, -3.389)  0.001
C (0.446, 2.074, 2.584)  -0.005
C (-6.878, 2.660, -3.696)  0.001
C (-6.273, 3.815, -4.169)  0.000
C (3.205, 2.567, 2.416)  0.001
C (-1.661, 2.659, 3.229)  -0.001
C (0.743, -0.694, -2.164)  0.037
C (-1.851, 3.733, -4.060)  -0.001
C (-1.551, -0.924, -2.258)  0.018
C (-6.113, 1.698, -3.050)  -0.002
C (-0.992, 2.848, -1.916)  -0.019
C (0.133, 4.115, 3.831)  -0.002
C (-1.198, 3.838, 3.863)  0.000
C (0.382, -1.860, -1.415)  -0.021
C (-3.020, -0.134, 0.858)  0.007
C (1.011, 3.219, 3.171)  -0.002
C (1.308, 1.166, 1.916)  0.003
C (-4.749, 1.879, -2.895)  0.001
C (-0.465, -0.147, -2.715)  -0.029
C (-4.910, 4.013, -4.015)  0.000
C (2.646, 1.408, 1.832)  0.002
C (2.404, 3.452, 3.078)  0.000
H (2.820, 4.344, 3.531)  0.000
H (-6.575, 0.803, -2.655)  0.000
H (-7.943, 2.515, -3.818)  0.000
H (1.421, -0.674, 1.119)  -0.003
H (-2.593, -0.757, -2.477)  0.004
H (1.742, -0.331, -2.338)  -0.001
H (1.057, -2.500, -0.870)  0.001
H (-4.158, 1.154, -2.354)  0.001
H (-1.900, 4.499, 4.352)  0.000
H (-4.439, 4.913, -4.378)  0.000
H (3.288, 0.712, 1.303)  0.000
H (4.269, 2.742, 2.334)  0.000
H (-1.593, -2.713, -0.907)  0.003
H (-2.722, 2.427, 3.222)  0.000
H (0.532, 5.009, 4.295)  0.000
H (-0.530, 0.718, -3.352)  0.002
H (0.021, -0.413, 1.932)  0.003
H (-6.866, 4.576, -4.659)  0.000

Output
* <S²>: 0.758
* energy above the lowest of the compared OMol25 structures with the same formula, charge and spin: 0.6994 eV
* spin multiplicity: 2
* molecular weight: 640.66 g/mol
* largest force on an atom: 0.83 eV/Å
* electronic energy: -132027.7365 eV
* LUMO energy (alpha / beta): -0.2 / -1.2 eV
* E_HOMO (alpha / beta): -7.57 / -7.79 eV

Here is a structure of composition C23H18N5RuS3Se from the Open Molecules 2025 dataset. Energies are from the ωB97M-V functional and the def2-TZVPD basis.

Last column: Mulliken spin population.
Atoms and positions in Å:
Ru (-0.847, 1.451, 2.198)  0.752
Se (0.662, 1.881, 4.186)  0.085
S (2.713, 0.045, 0.545)  0.000
S (3.893, -1.812, -1.474)  0.001
S (0.941, 2.559, 0.940)  0.036
N (1.931, 1.596, -1.319)  0.009
N (2.852, -0.079, 3.677)  0.017
N (-0.732, -0.431, 0.811)  0.023
N (2.686, 0.597, -1.890)  0.000
N (-0.567, -0.921, 3.427)  0.071
C (-2.478, 2.286, 1.024)  0.014
C (1.682, 0.991, -4.059)  0.001
C (-2.989, 1.241, 1.856)  -0.027
C (-0.708, -0.229, -0.488)  -0.020
C (4.081, 0.406, -5.320)  0.000
C (-1.831, -2.278, -0.986)  0.000
C (-1.951, 3.289, 1.886)  -0.018
C (1.770, 1.045, -5.441)  0.000
C (-2.616, -3.625, 0.955)  0.003
C (-1.301, -1.595, 1.263)  0.010
C (-2.809, 1.604, 3.213)  0.101
C (-1.998, -2.892, 3.172)  0.006
C (-2.150, 2.863, 3.240)  -0.041
C (3.137, -0.397, -1.076)  -0.001
C (1.853, 1.444, -0.038)  -0.003
C (-1.923, -2.519, 0.404)  -0.002
C (-1.290, -1.837, 2.665)  -0.018
C (-2.675, -3.782, 2.309)  0.000
C (2.968, 0.746, -6.075)  0.000
C (2.053, 0.731, 3.879)  -0.008
C (4.005, 0.353, -3.936)  0.000
C (2.799, 0.637, -3.315)  0.000
C (-1.206, -1.154, -1.429)  0.002
H (-2.270, -2.986, -1.679)  0.000
H (-0.320, 0.720, -0.827)  0.008
H (0.762, 1.241, -3.549)  0.000
H (0.901, 1.324, -6.022)  0.000
H (3.035, 0.785, -7.155)  0.000
H (-3.215, -4.617, 2.735)  0.000
H (-1.110, -0.932, -2.483)  0.001
H (5.021, 0.184, -5.808)  0.000
H (-1.861, 3.418, 4.119)  -0.001
H (-2.481, 2.319, -0.053)  0.004
H (-1.998, -3.073, 4.240)  0.000
H (-3.082, 1.015, 4.074)  0.005
H (-3.435, 0.324, 1.505)  0.003
H (-1.467, 4.201, 1.576)  0.002
H (4.868, 0.087, -3.345)  0.000
H (-3.098, -4.330, 0.290)  0.001
H (0.408, -0.856, 3.150)  -0.015
H (-0.618, -1.038, 4.429)  -0.001

Output
* <S²>: 0.758
* energy above the lowest of the compared OMol25 structures with the same formula, charge and spin: 0.8037 eV
* spin multiplicity: 2
* molecular weight: 640.66 g/mol
* largest force on an atom: 0.61 eV/Å
* electronic energy: -132027.6321 eV
* LUMO energy (alpha / beta): -0.7 / -1.2 eV
* E_HOMO (alpha / beta): -7.53 / -7.51 eV

Here is a structure of composition C23H18N6O2RuS3Sb from the Open Molecules 2025 dataset. Energies are from the ωB97M-V functional and the def2-TZVPD basis.

Last column: Mulliken spin population.
Atoms and positions in Å:
Sb (3.633, 0.416, -1.806)  0.106
Ru (0.910, -0.315, 0.060)  2.688
S (2.689, -1.577, -0.718)  0.414
S (5.340, 1.133, -0.507)  0.069
S (1.589, 1.577, -0.868)  0.356
O (-0.499, -2.956, -2.762)  0.048
O (0.419, -2.607, 3.557)  0.026
N (0.168, -1.688, 1.437)  0.048
N (-3.068, 4.748, 0.496)  0.001
N (-0.659, -1.360, -1.100)  0.108
N (2.056, 0.116, 2.042)  0.072
N (-0.388, 0.499, -3.194)  -0.001
N (-1.002, 1.132, 0.801)  0.022
C (1.204, -0.207, -5.364)  0.004
C (0.719, -1.821, 2.661)  -0.007
C (-0.016, 1.400, -4.101)  -0.009
C (-3.016, -3.655, 1.486)  0.000
C (0.780, 1.105, -5.195)  0.004
C (-2.373, 3.554, 0.589)  -0.005
C (1.843, -0.850, 2.934)  0.008
C (2.608, -0.967, 4.082)  -0.012
C (0.041, -0.749, -3.351)  0.000
C (-1.461, 3.331, 1.620)  0.000
C (-2.587, 2.520, -0.321)  0.001
C (-1.023, -2.353, 1.074)  -0.037
C (0.821, -1.152, -4.433)  0.005
C (-2.612, -2.768, -0.702)  0.008
C (-1.425, -2.186, -0.263)  0.039
C (-1.834, -3.090, 1.944)  0.001
C (-0.405, -1.801, -2.356)  0.014
C (-3.406, -3.498, 0.166)  0.003
C (3.864, 0.930, 3.338)  0.009
C (-1.880, 1.343, -0.184)  0.006
C (-0.805, 2.119, 1.673)  -0.002
C (3.046, 0.986, 2.221)  0.017
C (3.635, -0.058, 4.281)  0.006
H (1.113, -2.190, -4.501)  -0.001
H (-1.981, 0.539, -0.903)  0.003
H (4.261, -0.128, 5.163)  0.000
H (-1.527, -3.225, 2.966)  0.002
H (1.059, 1.883, -5.893)  0.000
H (-0.074, 1.925, 2.450)  -0.001
H (-1.254, 4.095, 2.359)  0.001
H (-2.636, 5.541, 0.941)  0.000
H (-2.898, -2.644, -1.738)  -0.001
H (-3.280, 2.639, -1.145)  0.001
H (-3.442, 4.962, -0.414)  0.000
H (-3.631, -4.224, 2.173)  0.000
H (-0.365, 2.415, -3.935)  0.003
H (4.673, 1.639, 3.437)  0.001
H (2.383, -1.768, 4.771)  0.000
H (1.825, -0.481, -6.208)  -0.002
H (-4.326, -3.944, -0.194)  0.000
H (3.194, 1.718, 1.437)  -0.015

Output
* <S²>: 6.035
* spin multiplicity: 5
* molecular weight: 729.47 g/mol
* largest force on an atom: 0.59 eV/Å
* electronic energy: -78808.6962 eV
* total charge: -1
* LUMO energy (alpha / beta): 2.4 / 1.3 eV
* E_HOMO (alpha / beta): -4.21 / -4.34 eV

Here is the molecule C23H18O3 from the Open Molecules 2025 dataset. Energies are from the ωB97M-V functional and the def2-TZVPD basis.

Last column: Mulliken charge in e.
Atoms and positions in Å:
O (3.152, 1.345, -2.398)  -0.542
O (0.296, -4.213, -0.165)  -0.557
O (0.683, 4.265, 0.634)  -0.559
C (-0.642, 2.205, 2.304)  -1.154
C (1.017, -0.815, 0.720)  0.919
C (0.817, 1.911, 0.216)  0.808
C (0.704, 3.356, -0.160)  0.059
C (1.327, 2.828, -2.444)  -0.657
C (-3.649, -2.423, 0.432)  -0.608
C (5.065, -1.224, -0.690)  -0.014
C (2.123, 1.705, -1.881)  -0.182
C (-1.497, -1.515, -1.074)  0.083
C (-1.297, -2.489, -0.101)  0.514
C (3.899, -1.221, -0.964)  -0.868
C (1.054, -2.297, 1.016)  -1.544
C (0.646, 3.615, -1.624)  -0.647
C (0.195, 1.389, 1.349)  0.218
C (-2.125, 2.206, 1.886)  -1.131
C (-3.846, -1.444, -0.530)  -0.519
C (1.676, -0.291, -0.399)  0.444
C (0.048, -3.091, 0.185)  0.150
C (0.307, 0.021, 1.567)  -1.062
C (2.480, -1.198, -1.321)  -1.274
C (-2.767, -1.005, -1.287)  -0.712
C (1.547, 1.075, -0.647)  1.225
C (-2.379, -2.945, 0.641)  -0.360
H (-2.931, -0.251, -2.045)  0.420
H (-4.830, -1.029, -0.691)  0.412
H (2.091, -2.213, -1.261)  0.492
H (0.799, -2.483, 2.059)  0.493
H (-2.597, 3.144, 2.169)  0.341
H (-0.532, 1.748, 3.287)  0.507
H (-0.193, -0.423, 2.419)  0.441
H (-0.663, -1.172, -1.668)  0.429
H (-4.488, -2.781, 1.012)  0.406
H (1.331, 3.007, -3.510)  0.459
H (-2.650, 1.375, 2.352)  0.344
H (-2.229, 2.091, 0.807)  0.311
H (0.080, 4.464, -1.981)  0.442
H (2.353, -0.873, -2.352)  0.663
H (6.093, -1.151, -0.436)  0.460
H (-0.257, 3.213, 2.384)  0.464
H (-2.252, -3.714, 1.392)  0.450
H (2.039, -2.700, 0.795)  0.436

Output
* energy above the lowest of the compared OMol25 structures with the same formula, charge and spin: 1.5109 eV
* spin multiplicity: 1
* molecular weight: 342.39 g/mol
* largest force on an atom: 0.74 eV/Å
* electronic energy: -30283.2338 eV
* LUMO energy: -1.0 eV
* E_HOMO: -9.33 eV

Here is a structure of composition C23H19BrN6PdS2 from the Open Molecules 2025 dataset. Energies are from the ωB97M-V functional and the def2-TZVPD basis.

Last column: Mulliken spin population.
Atoms and positions in Å:
Pd (-1.259, -0.795, 0.431)  0.029
Br (3.758, -3.505, -2.815)  0.000
S (-3.036, 0.535, 1.070)  0.231
S (-2.630, -2.396, 1.313)  -0.008
N (-0.698, 1.046, -0.202)  0.452
N (0.319, -1.904, -0.172)  -0.002
N (-0.948, 2.088, 0.526)  0.260
N (-1.950, 4.059, 1.940)  0.378
N (-2.652, 2.907, 1.980)  0.428
N (-1.707, -4.880, 0.906)  0.000
C (1.039, -2.992, -2.157)  0.000
C (0.169, 4.921, 1.794)  0.091
C (-2.053, -6.177, -1.056)  -0.001
C (-2.141, 1.917, 1.277)  0.031
C (1.176, 1.178, -3.338)  -0.035
C (1.355, 2.204, -0.748)  0.065
C (2.619, -2.530, -0.345)  0.000
C (1.870, 4.355, 3.371)  0.085
C (1.482, 5.004, 2.197)  -0.044
C (0.202, 0.783, -2.438)  0.076
C (0.016, -2.417, -1.408)  -0.001
C (2.087, 2.216, -3.006)  0.065
C (0.919, 3.611, 4.098)  -0.053
C (-2.888, -3.875, -0.963)  -0.001
C (-0.731, 4.144, 2.501)  -0.062
C (0.362, 1.294, -1.115)  -0.055
C (2.126, 2.745, -1.732)  -0.040
C (1.540, -1.876, 0.289)  0.001
C (-0.402, 3.504, 3.762)  0.107
C (-2.346, -3.807, 0.398)  0.004
C (2.352, -3.112, -1.611)  -0.001
C (-2.639, -5.068, -1.643)  0.000
C (-1.621, -6.051, 0.266)  0.000
H (2.759, 3.585, -1.515)  -0.001
H (-1.702, -7.017, -1.669)  0.000
H (-1.022, -2.448, -1.651)  0.000
H (0.795, -3.509, -3.128)  0.000
H (-2.917, -5.113, -2.707)  0.000
H (2.237, 5.385, 1.493)  0.000
H (1.281, 2.914, 4.845)  -0.002
H (1.263, 0.644, -4.277)  -0.002
H (-2.502, 4.895, 1.725)  -0.014
H (3.594, -2.685, 0.141)  0.000
H (-1.014, -6.844, 0.769)  0.000
H (1.680, -1.372, 1.244)  -0.002
H (-0.570, 0.051, -2.636)  0.000
H (-0.132, 5.222, 0.786)  0.000
H (-1.181, 2.960, 4.330)  -0.001
H (-3.515, -3.112, -1.357)  0.001
H (2.915, 2.408, -3.691)  0.006
H (1.420, 2.544, 0.282)  0.007
H (2.921, 4.366, 3.647)  0.004

Output
* <S²>: 2.026
* energy above the lowest of the compared OMol25 structures with the same formula, charge and spin: 0.0000 eV
* spin multiplicity: 3
* molecular weight: 629.91 g/mol
* largest force on an atom: 3.83 eV/Å
* electronic energy: -128288.2014 eV
* LUMO energy (alpha / beta): -0.3 / -2.2 eV
* E_HOMO (alpha / beta): -6.72 / -7.65 eV

Here is a structure of composition C23H19Cl2F9IrN4O3PS from the Open Molecules 2025 dataset. Energies are from the ωB97M-V functional and the def2-TZVPD basis.

Last column: Mulliken spin population.
Atoms and positions in Å:
Ir (2.053, -1.412, -0.069)  0.312
Cl (4.775, -1.366, -1.104)  0.045
Cl (3.263, 0.787, -0.011)  0.017
S (2.925, -3.623, 0.218)  0.319
P (-0.055, -0.006, -0.338)  0.112
F (3.162, 5.596, 0.483)  0.002
F (-4.772, -2.588, 3.714)  0.000
F (-3.312, 1.717, -5.821)  0.000
F (-5.089, -0.474, 4.072)  0.000
F (-4.535, 0.031, -5.232)  0.000
F (1.228, 6.543, 0.242)  0.001
F (1.874, 5.881, 2.202)  0.000
F (-3.479, -1.515, 5.081)  0.000
F (-2.788, -0.279, -6.477)  0.000
O (0.546, -2.679, -0.600)  0.021
O (0.399, -3.341, -2.691)  0.002
O (1.874, -1.861, -2.038)  0.000
N (1.988, -1.514, 2.034)  0.001
N (0.895, -2.694, -1.867)  0.004
N (2.202, -2.779, 2.619)  -0.002
N (2.986, -4.932, 2.494)  0.015
C (-2.577, -2.113, 2.115)  0.001
C (1.296, 4.227, 0.628)  0.032
C (0.819, 1.998, 1.357)  0.023
C (-3.285, 0.429, -5.465)  0.001
C (0.925, 3.905, -0.671)  0.001
C (-1.110, -0.121, -4.322)  0.003
C (-2.434, 0.271, -4.219)  0.003
C (-0.330, -0.230, -3.181)  0.004
C (-1.889, 0.542, 1.640)  0.002
C (0.456, 1.654, 0.040)  0.055
C (-2.984, 0.590, -2.983)  -0.001
C (-2.874, 0.235, 2.563)  -0.001
C (0.519, 2.616, -0.975)  0.015
C (-1.591, -1.821, 1.189)  0.000
C (-2.231, 0.454, -1.833)  0.006
C (-1.230, -0.486, 0.942)  0.017
C (1.216, 3.287, 1.652)  -0.006
C (1.887, 5.599, 0.902)  0.002
C (4.778, 0.373, -0.960)  -0.003
C (-0.891, 0.040, -1.929)  0.006
C (2.693, -3.801, 1.902)  -0.034
C (-3.197, -1.089, 2.817)  0.006
C (-4.168, -1.422, 3.934)  0.000
H (0.710, -0.476, -3.297)  0.004
H (1.069, -1.168, 2.322)  0.003
H (4.698, 0.842, -1.934)  0.000
H (2.692, -0.871, 2.404)  0.000
H (-3.397, 1.029, 3.079)  0.001
H (-1.662, 1.580, 1.450)  0.007
H (3.335, -5.715, 1.956)  0.001
H (-0.684, -0.343, -5.291)  0.000
H (2.051, -2.848, 3.618)  -0.001
H (0.763, 1.263, 2.153)  -0.002
H (5.641, 0.713, -0.399)  0.002
H (-1.126, -2.635, 0.664)  0.003
H (-4.010, 0.928, -2.914)  0.000
H (0.945, 4.665, -1.442)  0.001
H (0.231, 2.369, -1.989)  0.000
H (1.465, 3.571, 2.666)  0.001
H (2.899, -5.076, 3.493)  -0.002
H (-2.686, 0.684, -0.880)  0.001
H (-2.872, -3.140, 2.290)  0.000

Output
* <S²>: 0.767
* energy above the lowest of the compared OMol25 structures with the same formula, charge and spin: 0.0000 eV
* spin multiplicity: 2
* molecular weight: 896.58 g/mol
* largest force on an atom: 2.23 eV/Å
* electronic energy: -108696.3372 eV
* total charge: +3
* LUMO energy (alpha / beta): -11.2 / -13.0 eV
* E_HOMO (alpha / beta): -17.94 / -17.93 eV

- electronic energy of number 4 (C23H18O3)?
  -30283.2338 eV